[1]
{
  "formula": "C3H14OSi3",
  "method": "ωB97M-V/def2-TZVPD",
  "elements": ["C", "C", "C", "Si", "O", "Si", "Si", "H", "H", "H", "H", "H", "H", "H", "H", "H", "H", "H", "H", "H", "H"],
  "positions_angstrom": [[-2.8219, 0.3748, -0.2186], [-1.4021, 0.3611, -0.7157], [-1.1683, -0.3875, -2.0916], [-0.1379, -0.2275, 0.5999], [-0.0895, -1.9315, 0.8044], [2.0041, 0.5076, 0.1360], [3.3200, 0.1954, 1.9939], [-3.2390, -0.6077, -0.1444], [-3.0594, 0.8623, 0.8016], [-3.4947, 0.9290, -0.9262], [-1.0555, 1.4260, -0.9616], [-1.0822, 0.4046, -2.8543], [-1.7470, -1.2523, -2.2261], [-0.0525, -0.6325, -1.9880], [-0.9387, 0.1044, 1.8738], [0.1297, -2.4063, -0.0020], [2.2398, -0.0814, -1.3090], [1.5423, 1.8558, -0.0247], [3.4418, -1.3155, 2.5169], [2.9644, 1.0892, 3.0854], [4.6467, 0.7320, 1.6503]],
  "atomic_forces_ev_per_a": [[-1.74, 1.76, 0.60], [1.33, 0.91, -0.58], [3.44, 2.45, 1.80], [-1.91, -1.42, 0.92], [-0.13, 0.91, -0.45], [-0.85, -1.09, -1.12], [1.07, -1.53, 0.38], [-0.13, -0.84, 0.03], [0.95, -0.63, -1.46], [0.53, -0.43, 0.38], [-0.54, -1.10, 0.63], [-1.00, -0.88, -0.30], [-0.82, -0.91, -0.58], [-1.36, -0.50, -0.61], [1.06, 0.19, -0.40], [0.07, -0.14, 0.01], [0.21, 0.45, 1.41], [0.32, 1.23, -0.17], [-0.23, 1.70, -0.69], [-0.60, 0.12, 0.30], [0.33, -0.25, -0.09]],
  "total_energy_ev": -29017.242,
  "multiplicity": 1,
  "e_above_lowest_kcal_mol": 49.5,
  "smiles": "CC(C)[Si@@H](O)[SiH2][SiH3]"
}

[2]
{
  "formula": "C3H15N2O2",
  "method": "ωB97M-V/def2-TZVPD",
  "elements": ["N", "C", "C", "N", "C", "H", "H", "H", "H", "H", "H", "H", "H", "H", "H", "H", "H", "H", "O", "H", "H", "O"],
  "positions_angstrom": [[-1.1194, -0.4406, 2.0769], [-0.5952, 1.0313, 2.0943], [0.4814, 1.2841, 0.9648], [-0.0912, 1.0971, -0.3393], [-0.8313, 2.0958, -1.0471], [-0.5233, -1.1321, 2.6019], [-2.1519, -0.4414, 2.2406], [-1.2296, -0.9210, 1.1144], [-1.6242, 1.6362, 2.0074], [-0.0404, 1.1899, 3.0529], [0.7800, 2.2242, 1.2831], [1.3006, 0.5020, 1.1902], [0.5162, 0.4397, -0.9421], [-1.5572, 2.6673, -0.2928], [-1.5596, 1.5393, -1.7427], [-0.1761, 2.7260, -1.5891], [0.6584, -4.8512, -1.3575], [1.1830, -5.9908, -0.4382], [1.0683, -4.9695, -0.5627], [2.3472, 0.6934, -3.2536], [1.5071, -0.4029, -3.9080], [1.6569, 0.0232, -3.1535]],
  "atomic_forces_ev_per_a": [[-0.68, -1.22, -1.83], [-1.22, 0.04, -0.37], [-1.67, -3.17, 0.83], [2.08, -3.13, -0.31], [-3.21, -0.53, 1.01], [-1.21, 0.95, -0.05], [1.16, -0.23, 1.29], [1.23, 1.57, 0.83], [2.74, -0.93, 0.20], [-1.10, -0.21, -0.48], [1.26, 2.21, -0.16], [-1.02, 1.39, -0.63], [-1.43, 1.85, 1.01], [1.78, -0.89, -1.63], [1.18, 1.07, 0.76], [0.21, 1.15, -0.61], [-1.70, 0.28, -3.43], [-0.38, 3.01, -0.50], [2.05, -3.24, 3.94], [-0.28, -0.45, -0.36], [-0.67, -2.50, -4.98], [0.89, 2.99, 5.47]],
  "charge": 1,
  "total_energy_ev": -10421.125,
  "multiplicity": 1,
  "e_above_lowest_kcal_mol": 66.9
}

[3]
{
  "formula": "C3H15N2O2",
  "method": "ωB97M-V/def2-TZVPD",
  "elements": ["N", "C", "C", "C", "N", "H", "H", "H", "H", "H", "H", "H", "H", "H", "H", "H", "H", "H", "O", "H", "H", "O"],
  "positions_angstrom": [[0.1076, 0.6375, 0.7093], [0.6020, -0.6618, -0.0166], [1.7074, -0.1674, -1.0271], [-0.7475, -1.2313, -0.7875], [-0.4762, -2.7192, -0.6062], [0.6035, 1.5052, 0.4534], [0.0382, 0.5516, 1.7218], [-0.8480, 0.8250, 0.3403], [1.0880, -1.2831, 0.7880], [1.7094, 0.8249, -1.4249], [1.5479, -0.7747, -1.8925], [2.7120, -0.3758, -0.8241], [-1.6524, -0.8997, -0.2825], [-0.7624, -0.8078, -1.7851], [-1.3379, -3.1885, -0.9738], [0.2002, -3.2081, -1.2842], [-1.1285, -0.3383, 3.2689], [-1.4622, 1.2336, 2.9861], [-1.3673, 0.3537, 2.7038], [0.0723, 3.2967, -1.4023], [-0.5325, 3.5514, -0.0813], [-0.0736, 2.8761, -0.5833]],
  "atomic_forces_ev_per_a": [[0.08, 0.02, -1.38], [-0.23, 2.65, -0.55], [-1.62, -1.55, -0.40], [4.18, -1.38, 1.79], [-1.86, -0.92, -2.41], [0.18, -0.64, -0.08], [-0.30, -0.22, -0.09], [0.84, -0.13, 0.73], [-1.15, 0.17, -1.10], [-0.72, 0.92, 0.29], [-0.13, -0.47, -0.87], [1.43, -0.38, 1.24], [-0.01, -0.56, 0.34], [0.14, -0.17, -0.38], [0.61, 0.32, 0.86], [-0.68, 1.88, 1.12], [0.21, -0.81, 2.21], [-0.23, 1.17, 1.79], [-0.65, -0.49, -2.83], [0.46, 0.65, -1.75], [-0.17, 0.23, 0.30], [-0.39, -0.29, 1.19]],
  "charge": 1,
  "total_energy_ev": -10421.989,
  "multiplicity": 1,
  "e_above_lowest_kcal_mol": 47.0
}

[4]
{
  "formula": "C3H15N2O2",
  "method": "ωB97M-V/def2-TZVPD",
  "elements": ["N", "C", "C", "N", "C", "H", "H", "H", "H", "H", "H", "H", "H", "H", "H", "H", "H", "H", "O", "H", "H", "O"],
  "positions_angstrom": [[1.9815, 0.7112, -0.1230], [2.4673, -0.6786, 0.3203], [1.0776, -1.5043, 0.7573], [0.0603, -0.9769, -0.1578], [-0.0830, -1.6490, -1.5149], [1.9188, 1.0844, 0.8299], [2.6712, 1.2945, -0.7130], [0.7493, 0.3649, -0.3919], [3.0436, -1.2074, -0.3852], [3.0126, -0.4786, 1.2226], [1.3856, -2.6111, 0.6461], [0.8978, -1.1217, 1.8040], [-0.7946, -0.9472, 0.3701], [-0.6055, -0.9899, -2.1040], [-0.6149, -2.6825, -1.4434], [0.9307, -1.9656, -1.9367], [-3.6523, 5.0793, 0.4147], [-2.2486, 5.3791, 0.1406], [-2.8691, 4.7073, 0.0634], [-3.6338, -1.0895, 1.0096], [-2.8370, 0.1021, 0.5156], [-2.8575, -0.8206, 0.6755]],
  "atomic_forces_ev_per_a": [[-1.66, -1.67, 0.36], [-2.07, -0.25, 0.92], [3.17, 1.85, -0.05], [0.71, -4.91, -0.78], [2.52, -1.83, 1.81], [-0.38, 1.28, -0.60], [-1.69, -0.97, 0.61], [3.62, 1.94, -0.05], [0.55, -0.35, -1.03], [0.67, -0.41, 0.27], [-1.09, 1.47, 0.11], [-0.35, -1.04, -1.09], [-2.06, 1.10, 0.20], [-1.46, 1.24, -1.71], [0.20, 1.58, 0.53], [-1.18, 0.85, 0.61], [-1.40, 0.48, 0.51], [1.87, 1.95, 0.13], [-0.43, -2.49, -0.63], [-4.52, -1.31, 1.95], [-0.81, 1.40, -0.02], [5.79, 0.10, -2.06]],
  "charge": 2,
  "total_energy_ev": -10407.230,
  "s2": 0.757,
  "multiplicity": 2,
  "e_above_lowest_kcal_mol": 70.2
}

[5]
{
  "formula": "C3H15N2O2",
  "method": "ωB97M-V/def2-TZVPD",
  "elements": ["C", "C", "C", "N", "N", "H", "H", "H", "H", "H", "H", "H", "H", "H", "H", "H", "H", "H", "O", "H", "H", "O"],
  "positions_angstrom": [[-1.0795, 0.5290, -0.9902], [-0.0261, 1.3227, -1.8078], [1.5008, 0.9998, -1.5067], [1.8425, 1.4764, -0.1435], [-0.7679, 0.9228, 0.5531], [-1.0265, -0.6325, -0.8985], [-2.1757, 0.9278, -1.2689], [-0.2484, 2.4234, -1.7156], [-0.0052, 1.0273, -2.8448], [1.7278, -0.1171, -1.5309], [2.0914, 1.5344, -2.2736], [2.2011, 2.5686, -0.1736], [2.6895, 0.9651, 0.1021], [-1.3695, 1.6821, 0.9084], [-0.9857, 0.0986, 1.0839], [0.2583, 1.1977, 0.6406], [-1.9011, -1.6827, 2.3682], [-0.5314, -2.1176, 1.9247], [-1.0530, -1.3328, 2.1912], [0.2951, -4.0590, 1.6352], [-1.0151, -4.1571, 2.0600], [-0.4213, -3.5766, 1.6865]],
  "atomic_forces_ev_per_a": [[-0.38, 0.09, 1.78], [0.04, -0.02, -0.40], [-1.41, -1.44, 2.53], [3.87, 3.27, -4.08], [-0.33, 1.41, -2.56], [-0.05, 2.16, -0.90], [2.48, -1.03, 0.70], [0.42, -1.05, -0.22], [-0.93, 0.15, -0.55], [-0.40, 1.47, -0.18], [0.01, 0.37, 0.23], [-1.89, -2.74, 0.72], [-0.21, -0.61, 1.52], [0.39, -0.11, -0.22], [0.04, -1.73, 1.70], [-1.64, -0.48, 0.34], [-1.53, -0.47, 0.48], [-0.17, -0.14, 0.26], [1.14, 2.42, -0.76], [6.30, -3.71, -0.66], [-2.64, -1.82, 1.42], [-3.09, 4.00, -1.14]],
  "charge": 2,
  "total_energy_ev": -10408.631,
  "s2": 0.755,
  "multiplicity": 2,
  "e_above_lowest_kcal_mol": 37.9
}

[6]
{
  "formula": "C3H15N2O3",
  "method": "ωB97M-V/def2-TZVPD",
  "elements": ["C", "C", "C", "N", "N", "H", "H", "H", "H", "H", "H", "H", "H", "H", "H", "H", "O", "H", "H", "O", "H", "H", "O"],
  "positions_angstrom": [[-1.9796, 0.0029, 1.9108], [-0.8816, 0.0333, 0.8902], [-0.0827, 1.0742, 0.6126], [0.0455, 2.1778, 1.4076], [-0.9896, -1.0268, -0.1344], [-2.2281, -1.0472, 2.0890], [-2.8766, 0.4686, 1.4844], [-1.7131, 0.4294, 2.8745], [0.6139, 0.9223, -0.2055], [-0.3607, 2.1450, 2.3270], [0.7117, 2.9019, 1.2340], [-0.6523, -1.9942, 0.3632], [-0.3844, -0.7738, -0.9178], [-1.9484, -1.1006, -0.4835], [0.5326, -1.4338, -3.7524], [0.4670, -2.6932, -2.9413], [0.6480, -1.7529, -2.8498], [3.4204, 4.1786, -3.2998], [4.7061, 3.4343, -2.7824], [3.7454, 3.5159, -2.6794], [-0.9228, -3.6230, 1.6330], [0.3415, -2.7764, 1.9941], [-0.2120, -3.0623, 1.2257]],
  "atomic_forces_ev_per_a": [[0.08, -0.75, -0.46], [-0.54, 0.76, -0.48], [0.31, -1.08, 0.39], [-0.31, 0.15, 0.15], [0.73, 0.03, 0.76], [-0.06, 0.09, 0.21], [-0.01, 0.18, 0.26], [0.01, 0.18, -0.03], [-0.01, 0.60, -0.10], [0.04, 0.12, -0.09], [0.19, -0.14, -0.13], [-0.42, 0.65, -0.44], [-0.01, -0.47, -0.20], [-0.05, -0.14, 0.01], [0.06, 0.21, 0.07], [0.02, -0.22, 0.27], [-0.16, 0.09, -0.19], [0.37, -0.11, 0.04], [-0.50, 0.25, -0.16], [0.11, -0.14, 0.13], [0.00, 0.08, -0.12], [-0.06, 0.02, -0.10], [0.19, -0.37, 0.21]],
  "total_energy_ev": -12473.286,
  "s2": 0.751,
  "multiplicity": 2,
  "e_above_lowest_kcal_mol": 43.1
}

[7]
{
  "formula": "C3H15NO3",
  "method": "ωB97M-V/def2-TZVPD",
  "elements": ["C", "C", "C", "N", "H", "H", "H", "H", "H", "H", "H", "H", "H", "O", "H", "H", "O", "H", "H", "O", "H", "H"],
  "positions_angstrom": [[-1.9012, 1.7442, 0.2937], [-0.7582, 2.0924, 1.2846], [0.8019, 1.7451, 0.7925], [0.9547, 0.3170, 0.3892], [-1.9820, 2.5253, -0.4687], [-2.8050, 2.0349, 0.7629], [-1.9566, 0.6711, -0.0116], [-0.7589, 3.1932, 1.5326], [-1.0046, 1.6270, 2.2219], [1.5598, 2.0090, 1.5038], [0.8622, 2.3467, -0.0517], [0.6286, -0.1236, 1.2730], [1.8517, -0.0883, 0.1665], [-0.3802, -3.8784, -1.9957], [-1.2757, -3.6755, -2.3356], [-0.0535, -2.9741, -1.7128], [0.3501, -0.8730, -2.2349], [0.7675, -0.3974, -2.9745], [0.3739, -0.1457, -1.5678], [1.7811, -2.5111, 1.3600], [2.0848, -3.1021, 0.6224], [0.8595, -2.5368, 1.1500]],
  "atomic_forces_ev_per_a": [[0.98, 0.57, 0.10], [1.85, 0.15, -0.59], [-2.36, -1.10, 0.40], [-2.22, 0.24, 1.71], [0.77, -0.76, -0.91], [-1.17, -0.42, 1.14], [0.20, 1.14, -0.09], [0.01, -1.00, -0.50], [0.27, -0.53, 0.56], [0.07, 0.53, 0.67], [0.63, 1.20, -1.65], [0.54, -0.45, -1.20], [0.43, 0.61, 0.31], [-0.25, 1.66, 0.39], [0.75, -0.22, 0.25], [-0.45, -1.30, -0.73], [0.41, 1.40, -0.11], [-0.24, -0.72, -0.05], [-0.24, -0.93, 0.36], [1.07, -1.08, -1.32], [0.18, 0.73, 1.08], [-1.26, 0.26, 0.19]],
  "total_energy_ev": -10986.070,
  "multiplicity": 1,
  "e_above_lowest_kcal_mol": 35.5,
  "smiles": "CCCN.O.O.O"
}

[8]
{
  "formula": "C3H15NO3",
  "method": "ωB97M-V/def2-TZVPD",
  "elements": ["C", "C", "C", "N", "H", "H", "H", "H", "H", "H", "H", "H", "H", "O", "H", "H", "O", "H", "H", "O", "H", "H"],
  "positions_angstrom": [[-0.4161, 0.5369, 2.1013], [-0.8826, -0.0651, 0.7365], [-0.0086, -1.2288, 0.2992], [0.1217, -1.3646, -1.1700], [0.3462, 1.2792, 1.8006], [0.1477, -0.1586, 2.7311], [-1.1171, 1.0692, 2.7269], [-1.9724, -0.1846, 0.7839], [-0.7351, 0.7516, 0.0253], [-0.3443, -2.1940, 0.6806], [0.9889, -0.9614, 0.6436], [0.5016, -0.4858, -1.5116], [-0.7335, -1.4446, -1.7075], [0.9961, 2.5687, -2.1877], [1.6905, 2.9752, -1.6905], [0.2385, 3.0853, -1.9574], [-4.0808, -0.5853, -2.3708], [-3.1876, -0.2218, -2.3038], [-4.6662, 0.1045, -2.7435], [4.3869, -0.9701, 2.0159], [3.7403, -1.6278, 1.8046], [4.9861, -0.8784, 1.2933]],
  "atomic_forces_ev_per_a": [[1.53, 0.23, -0.82], [-0.64, 1.20, 1.28], [-0.70, 0.22, -1.24], [0.47, 0.48, -0.08], [-0.16, -0.11, 0.46], [-0.37, -0.22, -0.06], [-0.57, -0.09, -0.12], [0.22, -0.74, -0.27], [-0.01, -0.14, -0.23], [0.19, 0.14, 0.33], [0.17, -0.49, 0.19], [0.27, -0.08, -0.04], [-0.38, -0.36, 0.56], [0.02, -0.74, -0.48], [0.83, 0.26, 0.41], [-0.87, 0.43, 0.10], [-0.35, 0.34, -0.19], [-0.40, 0.14, -0.12], [0.76, -0.47, 0.33], [-0.07, 0.69, 1.25], [-0.38, -0.57, -0.42], [0.43, -0.12, -0.84]],
  "total_energy_ev": -10986.223,
  "multiplicity": 1,
  "e_above_lowest_kcal_mol": 32.0,
  "smiles": "CCCN.O.O.O"
}

| no. | molecular weight (g/mol) |
| --- | --- |
| 1 | 150.4 |
| 2 | 111.2 |
| 3 | 111.2 |
| 4 | 111.2 |
| 5 | 111.2 |
| 6 | 127.2 |
| 7 | 113.2 |
| 8 | 113.2 |